Entry 1:
Computed, not measured: C31H50AlClP as an isolated structure in a non-equilibrium geometry, with the ωB97M-V functional and the def2-TZVPD basis.

ORCA input file:
```
! wB97M-V def2-TZVPD RIJCOSX def2/J DEFGRID3
* xyz -1 1
Cl 1.212 -0.991 3.540
P 0.019 0.155 -0.428
Al -0.125 -0.128 2.044
C -2.432 -3.004 2.318
C 0.375 -4.015 2.608
C -0.719 -3.217 -2.877
C -2.020 0.203 1.857
C -0.759 -4.399 3.579
C -0.354 2.032 3.867
C -0.093 3.202 4.597
C -0.075 -3.127 1.498
C -0.901 4.136 -1.560
C 2.647 -0.659 0.090
C 1.842 0.394 -0.687
C 2.331 0.474 -2.140
C 0.359 1.723 2.707
C 1.597 3.778 2.968
C -0.815 1.829 -0.560
C -0.670 -0.905 -1.806
C -3.036 3.006 -0.749
C -1.504 -1.185 -4.189
C -2.422 4.024 -1.712
C -1.851 -3.331 3.701
C 4.144 -0.333 0.085
C -2.319 1.656 -0.798
C -0.202 2.774 -1.601
C 1.358 2.579 2.275
C -0.752 -0.270 -3.207
C -1.347 -2.700 1.337
C 3.826 0.831 -2.160
C -0.899 -2.595 -4.267
C 0.879 4.085 4.122
C 0.022 -2.275 -1.916
C 4.678 -0.149 -1.337
H -4.102 2.861 -0.969
H 0.732 -2.779 0.832
H 1.062 5.008 4.657
H -0.336 -4.638 4.562
H -1.133 1.356 4.220
H 0.079 -2.753 -0.935
H 1.060 -2.149 -2.256
H -0.318 2.336 -2.603
H -2.828 -0.426 1.441
H -1.258 0.700 -3.177
H -2.960 3.398 0.274
H 2.348 4.466 2.590
H -1.517 -0.726 -5.188
H 2.180 -0.488 -2.648
H -0.668 2.256 0.447
H 0.258 -0.084 -3.597
H 4.693 -1.132 0.599
H 1.770 1.226 -2.715
H -1.708 -1.072 -1.466
H -1.434 -2.420 4.152
H 1.970 2.347 1.414
H -3.045 -3.866 2.004
H 3.939 1.837 -1.733
H -0.171 -4.167 -2.952
H -1.229 -5.325 3.219
H -0.653 3.409 5.510
H -3.108 -2.150 2.378
H 0.077 -2.546 -4.771
H -2.338 1.241 2.044
H -1.625 -2.026 0.515
H 4.687 -1.126 -1.840
H -1.542 -3.239 -4.879
H 5.717 0.198 -1.306
H -1.712 -3.438 -2.456
H -2.878 5.006 -1.546
H 2.033 1.377 -0.227
H 1.140 -3.438 3.148
H -0.673 4.614 -0.597
H -2.545 -1.276 -3.844
H -2.489 1.183 -1.775
H -0.486 4.775 -2.348
H -2.640 -3.696 4.368
H 4.305 0.589 0.659
H 0.876 2.897 -1.435
H 2.304 -0.745 1.132
H 0.898 -4.921 2.257
H 4.187 0.869 -3.197
H 2.490 -1.641 -0.377
H -2.663 3.737 -2.744
H -2.737 0.983 -0.043
*
```

Values from the calculation:
**Highest occupied orbital energy**: -1.564 eV

***

Entry 2:
Computed, not measured: C31H50AsN4O10PSTa as an isolated structure, with the ωB97M-V functional and the def2-TZVPD basis.

ORCA input file:
```
! wB97M-V def2-TZVPD RIJCOSX def2/J DEFGRID3
* xyz 1 1
Ta 0.639 -0.383 0.891
As 1.115 -0.449 4.228
S 2.123 -1.255 -0.866
P 0.614 2.766 -0.647
O 1.393 -2.041 1.965
O 2.339 0.465 1.525
O 0.424 1.355 -0.062
O 3.807 2.108 1.439
O 0.206 -0.029 2.836
O -0.639 -0.096 -2.523
O -0.372 -1.960 0.201
O 1.102 -4.212 2.420
O -0.635 -4.188 0.123
O -1.542 0.161 0.981
N -0.566 3.127 -1.710
N 2.050 2.854 -1.395
N -3.734 -0.198 1.321
N 0.444 3.839 0.569
C -3.961 1.201 1.663
C -2.728 -4.375 -2.778
C 0.397 -2.056 4.961
C 2.472 1.837 -2.358
C -3.974 -3.932 -2.362
C 0.750 1.014 5.404
C -2.530 -0.607 0.991
C -4.874 -1.103 1.280
C 3.000 3.945 -1.192
C -0.751 -1.211 -2.995
C 3.017 -0.589 4.096
C -0.342 -4.049 -3.422
C 3.825 -0.892 -0.575
C -1.678 -3.496 -2.998
C 0.891 3.583 1.936
C -1.954 3.062 -1.279
C 6.090 -1.428 -1.235
C 0.895 -3.234 1.755
C 5.698 0.383 0.274
C -0.385 3.187 -3.155
C 0.085 5.232 0.327
C 3.470 0.999 1.083
C 6.583 -0.395 -0.446
C -1.884 -2.124 -2.780
C -0.108 -3.222 0.577
C 4.730 -1.669 -1.302
C -5.088 -4.908 -2.106
C -3.140 -1.650 -2.362
C -4.164 -2.565 -2.172
C 4.325 0.137 0.227
C -3.425 -0.186 -2.159
H 0.648 3.419 -3.399
H 1.074 2.525 2.090
H 4.349 -2.467 -1.926
H 1.819 4.117 2.150
H -5.148 -2.203 -1.892
H -1.015 3.983 -3.556
H 0.742 -2.156 5.990
H 0.917 5.895 0.579
H -4.490 -0.032 -1.984
H 6.048 1.196 0.895
H 3.892 3.580 -0.682
H 6.769 -2.050 -1.803
H -2.855 0.213 -1.320
H -4.544 -2.088 0.958
H 1.245 0.857 6.361
H 3.273 -1.272 3.293
H -0.395 -5.133 -3.495
H -0.767 5.506 0.953
H 3.281 4.367 -2.160
H 0.113 3.920 2.626
H 0.047 -1.589 -3.654
H 3.395 1.361 -2.022
H 3.353 -0.983 5.057
H -0.689 -1.993 4.943
H 0.740 -2.902 4.366
H -2.479 2.262 -1.802
H -5.616 -0.735 0.572
H -2.005 2.872 -0.207
H -6.062 -4.422 -2.150
H -4.979 -5.359 -1.117
H -0.182 5.386 -0.715
H 7.646 -0.203 -0.395
H -2.435 -1.659 0.717
H -5.074 -5.719 -2.833
H -0.031 -3.664 -4.395
H -0.324 1.102 5.549
H 2.560 4.736 -0.591
H 2.655 2.303 -3.330
H 0.438 -3.805 -2.699
H 1.706 1.071 -2.468
H -4.968 1.306 2.056
H -2.458 4.009 -1.492
H -3.240 1.525 2.411
H -5.329 -1.177 2.267
H 3.440 0.398 3.924
H 1.134 1.920 4.938
H -2.563 -5.436 -2.924
H -0.659 2.239 -3.625
H -3.853 1.828 0.777
H -3.133 0.399 -3.032
*
```

Values from the calculation:
**Highest occupied orbital energy**: -10.180 eV

***

Entry 3:
Computed, not measured: C31H50BN12PV as an isolated structure in a non-equilibrium geometry, with the ωB97M-V functional and the def2-TZVPD basis.

ORCA input file:
```
! wB97M-V def2-TZVPD RIJCOSX def2/J DEFGRID3
* xyz 3 1
V 1.370 -0.135 -0.377
P -1.809 -0.672 -0.625
N 3.223 -0.397 -0.613
N 5.044 1.091 2.802
N 2.291 0.479 2.089
N 4.281 2.002 2.129
N 1.550 -0.481 1.449
N -2.152 -2.268 -0.481
N 3.949 0.419 0.218
N -2.273 0.064 0.775
N -2.605 0.153 -1.806
N 2.366 2.331 0.370
N -0.177 -0.513 -0.797
N 1.496 1.722 -0.497
C -3.456 -4.285 -2.115
C -2.937 2.186 1.834
C -2.977 1.485 3.193
C 2.429 0.103 3.364
C -2.286 -0.087 -3.226
C 0.166 2.291 -2.534
C 6.975 1.125 4.336
C -3.535 -2.687 -0.184
C 5.377 -0.767 -1.018
C -4.834 0.692 -2.746
C 1.785 -1.119 3.559
C 5.244 0.202 -0.022
C -1.353 -3.311 -1.151
C -4.228 1.331 -4.003
C 1.255 -1.477 2.332
C 4.738 3.269 2.382
C 1.675 3.848 -1.113
C -1.941 1.498 0.905
C 4.091 -1.129 -1.370
C 1.077 2.641 -1.417
C -2.028 -3.833 -2.419
C -4.251 -3.166 -1.446
C 0.568 -2.731 1.924
C -3.249 -0.007 3.006
C 3.584 -2.123 -2.356
C 2.475 3.609 0.001
C -2.702 1.116 -4.068
C -2.203 -0.620 2.078
C -3.905 0.825 -1.546
C 5.798 3.165 3.228
C 5.960 1.771 3.468
B 3.250 1.392 1.244
H 6.389 3.964 3.643
H -2.036 -3.047 -3.178
H -3.482 -3.514 0.530
H -5.782 1.166 -2.496
H 0.630 1.554 -3.194
H -3.435 -5.161 -1.460
H -5.049 -0.362 -2.932
H -4.365 0.411 -0.651
H -5.250 -3.509 -1.175
H 3.101 4.307 0.525
H -4.073 -1.863 0.287
H 1.292 -3.548 1.918
H -2.830 -0.960 -3.601
H -3.732 1.892 -1.360
H -3.754 1.931 3.812
H -4.439 2.400 -4.009
H -1.218 -0.303 -3.317
H -2.192 2.011 -3.708
H 6.518 0.401 5.009
H 1.728 -1.680 4.477
H 2.930 -1.644 -3.089
H -0.927 1.594 1.327
H -3.229 -0.529 3.963
H 7.706 0.578 3.737
H -0.757 1.865 -2.139
H -1.946 1.964 -0.083
H -2.365 -1.687 1.948
H 6.301 -1.146 -1.421
H -2.021 1.622 3.708
H -4.240 -0.149 2.570
H -4.713 0.915 -4.884
H -2.381 0.949 -5.095
H -2.648 3.231 1.948
H -1.207 -0.465 2.517
H 4.408 -2.588 -2.890
H -1.444 -4.666 -2.812
H -3.950 -4.589 -3.038
H 1.560 4.782 -1.637
H -4.364 -2.325 -2.135
H -3.929 2.157 1.379
H -0.063 3.174 -3.123
H 6.014 0.731 0.517
H 2.972 0.704 4.072
H 7.513 1.871 4.914
H 3.024 -2.912 -1.848
H -1.236 -4.142 -0.448
H -0.363 -2.908 -1.380
H 4.290 4.160 1.986
H -0.212 -3.000 2.634
H 0.139 -2.636 0.926
*
```

Values from the calculation:
**Highest occupied orbital energy (alpha / beta)**: -16.453 / -16.453 eV

***

Quick rundown of electronic energy, same order as above: -61368.388, -141912.288, -86471.321 eV
Quick rundown of relative energy (zero: lowest compared OMol25 entry of this formula, charge and spin), same order as above: 0.0, 59.8, 112.5 kJ/mol